ORCA calculation (ωB97M-V/def2-TZVPD) on 2 unconnected molecules or ions with the total composition C6H14N2O4.

```
26
Properties=species:S:1:pos:R:3:nbo_charge:R:1
C -1.44 -1.62 -2.52 -0.266
O -2.31 -0.51 -2.26 -0.516
C -2.79 -0.46 -0.98 0.335
N -1.99 -0.77 -0.05 -0.212
O -2.44 -0.75 1.21 -0.380
C -3.25 0.35 1.52 -0.278
H -0.74 -1.31 -3.30 0.196
H -0.88 -1.87 -1.61 0.207
H -1.99 -2.49 -2.87 0.179
H -3.87 -0.31 -0.96 0.179
H -2.80 1.26 1.12 0.194
H -4.27 0.22 1.13 0.165
H -3.28 0.36 2.62 0.210
O 0.09 0.33 1.73 -0.743
C 1.37 -0.08 1.21 -0.055
C 2.20 1.17 0.98 -0.482
C 3.49 0.90 0.31 0.081
N 3.69 1.16 -0.92 -0.150
O 5.07 1.36 -1.17 -0.580
H -0.52 -0.35 1.37 0.493
H 1.86 -0.81 1.92 0.161
H 1.22 -0.59 0.24 0.169
H 1.64 1.87 0.35 0.233
H 2.40 1.66 1.94 0.226
H 4.26 0.46 0.94 0.168
H 5.27 0.81 -1.95 0.466
```

Results
Multiplicity ... 1
Lowest unoccupied orbital energy ... 0.82 eV
ΔE to the lowest compared entry with this formula, charge and spin ... 5.268 eV
DFT total energy ... -17613.6770 eV
Frontier orbital gap ... 10.2 eV
SMILES string ... CO/C=N/OC.OCC/C=N/O



ORCA calculation (ωB97M-V/def2-TZVPD) on 11 unconnected molecules or ions with the total composition H22O11.

```
33
Properties=species:S:1:pos:R:3:nbo_charge:R:1
O 2.29 1.76 1.40 -0.973
H 2.55 2.64 1.68 0.487
H 1.54 1.90 0.82 0.481
O 1.88 -0.22 3.30 -0.968
H 2.00 0.31 2.51 0.487
H 2.68 -0.07 3.81 0.465
O -1.41 -3.37 -2.33 -0.922
H -2.31 -3.55 -2.06 0.478
H -1.34 -2.41 -2.28 0.445
O -2.54 -1.60 0.16 -0.984
H -2.90 -0.92 0.72 0.476
H -1.78 -1.18 -0.26 0.493
O -0.10 -0.50 -0.33 -0.971
H 0.13 0.07 0.39 0.496
H 0.39 -0.16 -1.08 0.482
O -0.72 2.98 2.14 -0.953
H -1.66 3.09 2.00 0.469
H -0.44 2.40 1.43 0.477
O 0.36 2.59 -0.25 -0.984
H -0.06 3.38 -0.60 0.502
H 0.99 2.34 -0.92 0.502
O -0.33 -3.51 0.87 -0.958
H 0.20 -2.97 0.28 0.470
H -1.23 -3.21 0.73 0.483
O 1.69 1.07 -2.16 -0.980
H 2.59 1.07 -1.83 0.492
H 1.73 0.53 -2.95 0.505
O -1.01 0.10 2.30 -0.979
H -1.14 -0.67 2.87 0.489
H -0.37 0.63 2.77 0.492
O -0.29 -1.09 -4.51 -0.927
H -0.74 -0.38 -4.97 0.470
H -0.65 -1.07 -3.63 0.458
```

Results
Multiplicity ... 1
Lowest unoccupied orbital energy ... -0.33 eV
ΔE to the lowest compared entry with this formula, charge and spin ... 1.597 eV
DFT total energy ... -22879.9170 eV
Frontier orbital gap ... 9.7 eV
SMILES string ... O.O.O.O.O.O.O.O.O.O.O



ORCA calculation (ωB97M-V/def2-TZVPD) on a gas-phase ion, C4H9N2O2 (charge +1).

```
17
Properties=species:S:1:pos:R:3:nbo_charge:R:1
N 2.38 0.44 -1.86 -0.666
C 1.09 0.67 -1.18 -0.341
C 0.90 -0.57 -0.28 0.660
O 1.77 -1.42 -0.32 -0.609
N -0.17 -0.59 0.53 -0.583
C -1.43 0.16 0.36 -0.327
C -2.03 0.56 1.70 0.405
O -3.21 0.44 1.88 -0.446
H 3.12 0.29 -1.17 0.463
H 2.35 -0.47 -2.33 0.467
H 2.67 1.20 -2.50 0.452
H 1.15 1.55 -0.54 0.254
H 0.29 0.82 -1.89 0.253
H -0.26 -1.46 1.04 0.428
H -2.15 -0.45 -0.17 0.240
H -1.24 1.04 -0.24 0.215
H -1.37 0.95 2.49 0.134
```

Results
Multiplicity ... 1
Lowest unoccupied orbital energy ... -3.82 eV
ΔE to the lowest compared entry with this formula, charge and spin ... 0.813 eV
Net charge ... +1
DFT total energy ... -11362.1549 eV
Frontier orbital gap ... 9.7 eV
SMILES string ... [NH3+]CC(=O)NCC=O



ORCA calculation (ωB97M-V/def2-TZVPD) on a molecular structure, C4H7NO.

```
13
Properties=species:S:1:pos:R:3:nbo_charge:R:1
C -0.41 0.65 -0.30 -0.278
C -1.75 0.42 0.36 -0.652
C 1.96 -0.69 0.18 -0.192
C 1.79 -0.06 -0.91 -0.152
N 0.54 -0.66 0.78 0.139
O 0.01 -1.73 0.96 -0.358
H 2.70 -1.26 0.73 0.224
H 1.91 0.13 -1.96 0.227
H -0.49 0.55 -1.37 0.188
H 0.06 1.59 -0.01 0.203
H -1.72 0.63 1.42 0.211
H -2.51 1.05 -0.12 0.215
H -2.08 -0.62 0.24 0.224
```

Results
Multiplicity ... 1
Lowest unoccupied orbital energy (alpha / beta) ... 0.14 / 0.00 eV
ΔE to the lowest compared entry with this formula, charge and spin ... 7.592 eV
DFT total energy ... -7792.0529 eV
Frontier orbital gap (alpha / beta) ... 8.5 / 8.1 eV



ORCA calculation (ωB97M-V/def2-TZVPD) on a gas-phase ion, C3H6NO2S (charge +1).

```
13
Properties=species:S:1:pos:R:3:nbo_charge:R:1
O 2.37 -1.53 -0.17 -0.565
C 1.83 -0.36 -0.26 0.545
N 0.60 -0.34 0.16 -0.474
C -0.28 0.69 0.04 -0.338
C -1.68 0.23 -0.06 0.207
O -2.58 1.17 0.16 -0.647
S -2.11 -1.31 -0.29 -0.005
H 3.29 -1.54 -0.15 0.527
H 2.23 0.67 -0.44 0.230
H 0.10 -1.19 0.40 0.454
H 0.02 1.37 -0.80 0.264
H -0.25 1.24 1.04 0.262
H -3.54 0.90 0.34 0.541
```

Results
Multiplicity ... 1
Lowest unoccupied orbital energy ... -4.71 eV
ΔE to the lowest compared entry with this formula, charge and spin ... 0.804 eV
Net charge ... +1
DFT total energy ... -19620.5443 eV
Frontier orbital gap ... 8.6 eV
SMILES string ... O/C=[NH+]/CC(O)=S



ORCA calculation (ωB97M-V/def2-TZVPD) on a molecular structure, C18H35BiCl2N2O2P2.

```
62
Properties=species:S:1:pos:R:3:nbo_charge:R:1
C 1.46 0.08 -4.11 -0.780
C 1.58 0.10 -2.64 0.719
H 2.42 0.14 -4.64 0.322
H 0.84 0.93 -4.46 0.311
H 0.97 -0.86 -4.43 0.303
O 2.40 0.18 -1.79 -0.293
Cl -3.13 -0.82 -2.72 -0.310
Bi -0.89 -0.28 -1.85 1.169
P -0.34 2.56 -0.91 0.937
C 0.92 3.25 0.23 -0.927
C -0.17 3.70 -2.33 -0.957
H -0.44 4.70 -1.96 0.263
H -1.78 4.38 -0.22 0.252
H -0.86 3.40 -3.13 0.244
H -2.73 2.90 -0.59 0.259
H 1.92 2.93 -0.07 0.239
H 0.86 3.69 -2.69 0.241
C -1.83 3.29 -0.11 -0.932
H 0.85 4.35 0.19 0.262
H -1.84 3.01 0.95 0.263
H 0.72 2.90 1.24 0.263
P -0.04 -2.56 -0.34 1.012
C 1.37 -2.95 0.76 -0.924
C -1.43 -3.18 0.68 -0.941
H -0.57 -3.67 -2.44 0.245
H -0.16 -4.82 -1.12 0.272
H 1.14 -3.91 -1.97 0.253
C 0.11 -3.87 -1.60 -0.959
H -2.38 -2.78 0.29 0.265
H -1.42 -4.28 0.60 0.263
H 1.55 -4.04 0.76 0.270
H 1.13 -2.63 1.78 0.278
H -1.30 -2.87 1.72 0.282
H 2.26 -2.42 0.42 0.253
Cl -2.07 0.21 0.44 -0.436
C -2.31 -1.25 7.21 -0.629
C -0.79 -1.21 7.28 -0.219
N -0.13 -0.43 6.23 -0.432
C -0.15 1.04 6.42 -0.213
C 0.74 1.42 7.59 -0.622
C -0.13 -0.97 4.96 0.665
O -0.74 -2.00 4.67 -0.617
C 0.74 -0.32 3.92 -0.154
C 2.03 0.21 4.13 -0.147
C 2.77 0.63 3.05 -0.199
C 2.19 0.54 1.76 0.014
N 1.00 0.01 1.54 -0.504
C 0.28 -0.37 2.61 0.040
H -2.72 -0.23 7.15 0.201
H -2.71 -1.75 8.10 0.232
H -2.61 -1.81 6.32 0.229
H -0.46 -0.79 8.23 0.207
H -0.41 -2.24 7.20 0.224
H 0.21 1.52 5.49 0.201
H -1.19 1.37 6.60 0.204
H 1.74 0.98 7.48 0.210
H 0.86 2.51 7.60 0.227
H 0.30 1.11 8.55 0.222
H 2.45 0.21 5.14 0.246
H 3.78 1.06 3.12 0.236
H 2.72 0.90 0.88 0.184
H -0.71 -0.76 2.39 0.217
```

Results
Multiplicity ... 1
Lowest unoccupied orbital energy ... -9.91 eV
ΔE to the lowest compared entry with this formula, charge and spin ... 0.000 eV
Net charge ... +2
DFT total energy ... -75755.4113 eV
Frontier orbital gap ... 3.4 eV



ORCA calculation (ωB97M-V/def2-TZVPD) on 2 unconnected molecules or ions with the total composition C5H5F4O4S.

```
19
Properties=species:S:1:pos:R:3:nbo_charge:R:1
C 1.02 0.09 -1.55 0.730
C -2.30 -0.53 -0.40 -0.467
C -1.91 0.62 0.19 -0.343
C 0.94 0.41 -0.11 -0.752
C 1.08 1.69 0.62 0.975
O 1.11 -1.24 -1.56 -0.675
O 0.91 0.80 -2.55 -0.664
O 2.63 -1.73 0.49 -0.891
O 0.15 -2.42 0.27 -0.866
F 0.66 2.69 -0.18 -0.330
F 2.37 2.11 0.90 -0.374
F 0.49 1.73 1.78 -0.308
F 0.74 -1.00 1.92 -0.641
S 1.30 -1.29 0.21 2.291
H -0.67 -2.15 0.63 0.519
H -3.01 -1.16 0.07 0.181
H -1.86 -0.69 -1.37 0.209
H -2.46 0.87 1.01 0.179
H -1.18 1.20 -0.36 0.227
```

Results
Multiplicity ... 1
Lowest unoccupied orbital energy ... 3.41 eV
ΔE to the lowest compared entry with this formula, charge and spin ... 2.979 eV
Net charge ... -1
DFT total energy ... -35160.1085 eV
Frontier orbital gap ... 8.3 eV



ORCA calculation (ωB97M-V/def2-TZVPD) on a single CH5N3S molecule.

```
10
Properties=species:S:1:pos:R:3:nbo_charge:R:1
H -1.65 1.84 0.14 0.337
N -0.80 1.41 -0.10 -0.735
C -0.93 0.15 -0.04 0.571
N -2.07 -0.68 0.18 -0.837
N 0.22 -0.66 -0.10 -0.778
S 1.80 -0.04 -0.04 0.197
H -2.84 -0.05 -0.08 0.377
H -2.08 -1.52 -0.38 0.379
H 0.12 -1.62 0.07 0.390
H 1.88 0.52 1.21 0.100
```

Results
Multiplicity ... 1
Lowest unoccupied orbital energy ... 0.68 eV
ΔE to the lowest compared entry with this formula, charge and spin ... 0.206 eV
DFT total energy ... -16423.1145 eV
Frontier orbital gap ... 9.6 eV
SMILES string ... [H]/N=C(\N)NS



ORCA calculation (ωB97M-V/def2-TZVPD) on a molecular structure, C7H6N2O6Pt.

```
22
Properties=species:S:1:pos:R:3:nbo_charge:R:1
O -6.22 4.59 -0.47 -0.463
C -5.33 4.00 -0.07 0.465
Pt -1.32 1.01 -0.03 0.465
O 0.20 3.13 1.72 -0.320
C -0.40 2.39 1.04 0.484
C -2.35 -0.34 -1.10 0.453
O -3.03 -1.10 -1.65 -0.320
C -0.64 1.86 -1.70 0.403
O -0.34 2.52 -2.62 -0.328
C -2.02 0.20 1.64 0.489
O -2.37 -0.29 2.64 -0.318
C 3.00 -1.93 1.48 -0.482
N 2.62 -2.02 0.08 -0.156
C 1.56 -1.26 -0.34 0.707
N 1.17 -1.33 -1.67 -0.748
O 0.93 -0.53 0.45 -0.549
H 2.29 -1.25 1.97 0.284
H 4.02 -1.55 1.60 0.315
H 2.98 -2.92 1.96 0.311
H 3.13 -2.61 -0.56 0.452
H 0.45 -0.71 -1.99 0.423
H 1.67 -1.87 -2.37 0.431
```

Results
Multiplicity ... 3
Lowest unoccupied orbital energy (alpha / beta) ... -7.68 / -12.41 eV
Net charge ... +2
DFT total energy ... -25847.8179 eV
Frontier orbital gap (alpha / beta) ... 6.2 / 5.0 eV
<S²> ... 2.0182



ORCA calculation (ωB97M-V/def2-TZVPD) on 2 unconnected molecules or ions with the total composition C6H14N2O2.

```
24
Properties=species:S:1:pos:R:3:nbo_charge:R:1
C 1.76 1.61 -1.92 -0.414
N 0.58 2.44 -1.31 -0.649
C 0.23 2.03 -0.02 0.705
C -1.13 2.76 0.26 -0.700
O 0.72 1.13 0.64 -0.623
H 1.76 0.70 -1.46 0.218
H 1.42 1.41 -3.00 0.198
H 2.71 2.21 -1.84 0.204
H 0.39 3.28 -1.79 0.404
H -0.92 3.79 0.19 0.215
H -1.80 2.67 -0.55 0.225
H -1.62 2.56 1.10 0.220
C 0.63 -2.72 -0.64 -0.430
N -0.22 -1.94 0.23 -0.671
C -0.32 -2.50 1.54 0.686
C -1.47 -1.85 2.18 -0.719
O 0.38 -3.36 1.99 -0.580
H 1.42 -3.19 -0.13 0.227
H -0.13 -3.25 -1.33 0.200
H 1.15 -2.05 -1.37 0.184
H -0.17 -0.97 0.18 0.403
H -2.46 -1.70 1.62 0.233
H -1.10 -0.80 2.38 0.239
H -1.82 -2.26 3.06 0.227
```

Results
Multiplicity ... 1
Lowest unoccupied orbital energy ... 0.60 eV
ΔE to the lowest compared entry with this formula, charge and spin ... 2.613 eV
DFT total energy ... -13523.0109 eV
Frontier orbital gap ... 9.8 eV
SMILES string ... CNC(C)=O.CNC(C)=O



ORCA calculation (ωB97M-V/def2-TZVPD) on 6 unconnected molecules or ions with the total composition C32H62BI2NO19.

```
117
Properties=species:S:1:pos:R:3:mulliken_charge:R:1
C -1.38 -0.34 1.61 -0.617
O 0.03 -0.51 1.42 -0.330
B 0.83 0.11 2.34 0.789
O 0.86 -0.38 3.64 -0.611
C 1.74 1.32 1.89 0.202
C 0.77 2.29 1.23 0.005
O 0.01 3.09 1.75 -0.685
O 0.92 2.14 -0.13 -0.544
C 2.33 2.04 -0.32 -0.516
C 3.02 3.39 -0.32 0.371
C 2.26 4.45 -1.12 -1.010
C 2.57 5.85 -0.58 -0.850
C 1.84 6.11 0.75 -0.622
N 2.73 5.94 1.90 -0.435
C 2.81 1.02 0.74 -0.712
C 4.18 1.19 1.39 -0.625
I 4.41 -0.54 2.70 0.087
C 5.46 1.23 0.50 -0.472
C 6.10 2.63 0.42 -0.986
I 5.20 0.33 -1.42 0.069
H -1.79 -1.08 2.29 0.290
H -1.84 -0.39 0.63 0.111
H -1.62 0.65 2.01 0.323
H 0.48 0.23 4.27 0.281
H 2.12 1.87 2.75 0.007
H 2.46 1.58 -1.30 0.789
H 3.96 3.24 -0.83 0.272
H 3.20 3.75 0.69 -0.191
H 1.18 4.30 -1.05 0.399
H 2.52 4.38 -2.17 0.472
H 3.64 5.91 -0.39 0.361
H 2.30 6.60 -1.31 0.398
H 1.40 7.11 0.75 0.398
H 1.01 5.41 0.84 0.241
H 3.31 6.75 2.01 0.209
H 2.20 5.83 2.75 0.188
H 2.59 -0.01 0.49 0.840
H 4.20 2.04 2.06 0.610
H 6.19 0.62 0.99 0.778
H 7.10 2.60 0.82 0.332
H 5.55 3.35 1.02 -0.018
H 6.12 3.03 -0.59 0.353
C -2.16 -1.98 -2.05 -0.959
C -3.00 -1.41 -3.16 -0.388
O -3.82 -2.42 -3.78 -0.193
C -4.90 -2.78 -3.09 0.675
O -5.25 -2.33 -2.04 -0.593
O -5.53 -3.73 -3.78 -0.202
C -6.68 -4.27 -3.14 -0.747
H -1.56 -2.82 -2.41 0.319
H -1.48 -1.22 -1.66 0.226
H -2.78 -2.34 -1.23 0.336
H -2.37 -1.03 -3.96 0.355
H -3.63 -0.59 -2.82 0.312
H -7.38 -3.49 -2.85 0.352
H -6.38 -4.85 -2.27 0.287
H -7.16 -4.93 -3.85 0.236
C -4.27 -10.82 -0.21 -1.101
C -5.44 -9.88 -0.30 -0.189
O -5.12 -8.69 -1.04 -0.353
C -5.09 -8.83 -2.36 0.748
O -5.34 -9.83 -2.98 -0.558
O -4.75 -7.65 -2.89 -0.258
C -4.61 -7.68 -4.32 -0.502
H -3.40 -10.30 0.21 0.294
H -4.51 -11.67 0.43 0.358
H -3.99 -11.20 -1.19 0.315
H -5.73 -9.52 0.69 0.291
H -6.31 -10.36 -0.75 0.320
H -5.51 -8.08 -4.79 0.341
H -3.74 -8.27 -4.60 0.364
H -4.47 -6.65 -4.64 -0.071
C -3.39 1.79 9.13 -1.085
C -2.06 1.12 9.38 -0.180
O -2.06 -0.25 8.94 -0.372
C -1.94 -0.42 7.63 0.793
O -1.79 0.44 6.81 -0.565
O -1.97 -1.73 7.38 -0.357
C -1.91 -2.06 5.99 -0.472
H -4.20 1.22 9.59 0.292
H -3.40 2.80 9.56 0.349
H -3.60 1.87 8.07 0.314
H -1.85 1.07 10.45 0.293
H -1.24 1.66 8.91 0.304
H -1.06 -1.58 5.52 0.120
H -2.83 -1.75 5.50 0.285
H -1.80 -3.13 5.93 0.306
C -3.61 -3.49 -6.80 -0.696
C -4.81 -2.56 -6.82 0.080
O -4.53 -1.36 -7.58 -0.376
C -4.58 -1.50 -8.90 0.713
O -4.85 -2.50 -9.50 -0.556
O -4.28 -0.32 -9.44 -0.362
C -4.24 -0.33 -10.87 -0.643
H -2.73 -2.96 -6.44 0.253
H -3.81 -4.34 -6.15 -0.066
H -3.39 -3.86 -7.80 0.429
H -5.03 -2.22 -5.82 0.081
H -5.69 -3.05 -7.21 0.328
H -5.16 -0.73 -11.29 0.301
H -3.39 -0.92 -11.22 0.293
H -4.11 0.70 -11.18 0.225
C 11.15 6.89 3.35 -1.114
C 10.29 7.48 2.25 -0.169
O 9.22 6.60 1.89 -0.368
C 8.18 6.59 2.73 0.707
O 8.06 7.26 3.72 -0.561
O 7.29 5.71 2.27 -0.211
C 6.14 5.55 3.10 -0.189
H 11.51 5.90 3.07 0.292
H 12.01 7.54 3.54 0.357
H 10.58 6.79 4.28 0.320
H 10.87 7.60 1.34 0.288
H 9.89 8.45 2.53 0.317
H 5.66 6.51 3.31 0.297
H 6.41 5.06 4.03 0.310
H 5.44 4.93 2.55 -0.273
```

Results
Multiplicity ... 1
Lowest unoccupied orbital energy ... 0.25 eV
DFT total energy ... -91462.9813 eV
Frontier orbital gap ... 9.7 eV
SMILES string ... COB(O)[C@@H]1C(=O)O[C@@H](CCCCN)[C@H]1[C@@H](I)[C@H](C)I.CCOC(=O)OC.CCOC(=O)OC.CCOC(=O)OC.CCOC(=O)OC.CCOC(=O)OC



ORCA calculation (ωB97M-V/def2-TZVPD) on a molecular structure, FN2O3S.

```
7
Properties=species:S:1:pos:R:3:nbo_charge:R:1
N -1.42 -1.06 2.82 0.543
N 1.37 1.19 -2.13 0.351
O -2.02 -0.97 1.85 -0.103
O 2.53 0.79 -2.29 -0.486
O 0.94 2.21 -2.64 -0.485
F -1.75 -2.45 3.57 -0.441
S 0.36 0.29 -1.17 -0.379
```

Results
Multiplicity ... 1
Lowest unoccupied orbital energy ... 1.18 eV
ΔE to the lowest compared entry with this formula, charge and spin ... 0.240 eV
Net charge ... -1
DFT total energy ... -22671.2681 eV
Frontier orbital gap ... 4.7 eV



Number 1: largest force on an atom 2.2 eV Å⁻¹. Number 2: largest force on an atom 1.1 eV Å⁻¹. Number 3: largest force on an atom 0.9 eV Å⁻¹. Number 4: largest force on an atom 1.1 eV Å⁻¹. Number 5: largest force on an atom 5.5 eV Å⁻¹. Number 6: largest force on an atom 4.7 eV Å⁻¹. Number 7: largest force on an atom 4.3 eV Å⁻¹. Number 8: largest force on an atom 2.2 eV Å⁻¹. Number 9: largest force on an atom 5.4 eV Å⁻¹. Number 10: largest force on an atom 5.6 eV Å⁻¹. Number 11: largest force on an atom 2.8 eV Å⁻¹. Number 12: largest force on an atom 3.7 eV Å⁻¹.